# C3H13NO3

A 4-piece molecular cluster, C3H13NO3 overall in a non-equilibrium geometry (ωB97M-V/def2-TZVPD, the OMol25 dataset).

CARTESIAN COORDINATES (ANGSTROEM)
1 O 0.317 -3.540 -1.223
2 O -0.830 -0.961 -1.781
3 O 1.755 -1.773 2.456
4 N -0.903 1.236 0.139
5 C -2.056 1.585 0.501
6 C 1.034 2.604 -0.463
7 C 0.301 1.849 0.661
8 H 1.792 3.245 -0.012
9 H -0.804 -0.247 -1.088
10 H 0.854 -1.574 2.693
11 H -2.897 0.913 0.338
12 H 0.062 2.557 1.470
13 H 1.508 1.911 -1.168
14 H 1.752 -1.681 1.500
15 H -2.221 2.559 0.988
16 H 0.887 1.041 1.086
17 H -1.463 -0.579 -2.393
18 H 0.048 -2.602 -1.218
19 H 0.285 3.182 -0.984
20 H 0.783 -3.617 -2.066

HOMO level: -10.28 eV
SMILES: C=NCC.O.O.O
orbital gap: 10.850 eV
LUMO level: 0.568 eV

# C6H13NO

A 2-piece molecular cluster, C6H13NO overall (ωB97M-V/def2-TZVPD, the OMol25 dataset).

CARTESIAN COORDINATES (ANGSTROEM)
1 O 4.517 0.273 -1.018
2 N -3.665 -0.606 -1.138
3 C -0.475 1.399 -0.470
4 C 1.202 -1.174 1.978
5 C 0.403 0.299 0.073
6 C -1.838 0.924 -0.890
7 C 0.428 -0.041 1.350
8 C -2.382 -0.278 -0.736
9 H 1.098 -0.186 -0.615
10 H 2.203 -1.321 1.566
11 H 4.523 -0.383 -0.319
12 H -4.188 -0.009 -1.764
13 H -0.303 0.418 2.013
14 H 1.207 -1.025 3.061
15 H 0.688 -2.114 1.784
16 H -0.511 2.214 0.257
17 H -1.860 -1.102 -0.255
18 H 5.323 0.804 -0.910
19 H -0.006 1.809 -1.362
20 H -2.379 1.656 -1.487
21 H -3.984 -1.556 -1.116

HOMO level: -7.65 eV
SMILES: C/C=C/C/C=C/N.O
orbital gap: 8.540 eV
LUMO level: 0.886 eV

Which of these has the lowest HOMO level? C3H13NO3

Which of these has the highest orbital gap? C3H13NO3

The lowest orbital gap belongs to which entry? C6H13NO

Copy entry 2 word for word.
# C6H13NO

A 2-piece molecular cluster, C6H13NO overall (ωB97M-V/def2-TZVPD, the OMol25 dataset).

CARTESIAN COORDINATES (ANGSTROEM)
1 O 4.517 0.273 -1.018
2 N -3.665 -0.606 -1.138
3 C -0.475 1.399 -0.470
4 C 1.202 -1.174 1.978
5 C 0.403 0.299 0.073
6 C -1.838 0.924 -0.890
7 C 0.428 -0.041 1.350
8 C -2.382 -0.278 -0.736
9 H 1.098 -0.186 -0.615
10 H 2.203 -1.321 1.566
11 H 4.523 -0.383 -0.319
12 H -4.188 -0.009 -1.764
13 H -0.303 0.418 2.013
14 H 1.207 -1.025 3.061
15 H 0.688 -2.114 1.784
16 H -0.511 2.214 0.257
17 H -1.860 -1.102 -0.255
18 H 5.323 0.804 -0.910
19 H -0.006 1.809 -1.362
20 H -2.379 1.656 -1.487
21 H -3.984 -1.556 -1.116

HOMO level: -7.65 eV
SMILES: C/C=C/C/C=C/N.O
orbital gap: 8.540 eV
LUMO level: 0.886 eV